Record 1
A molecular structure, CH6NO. Source: OMol25; level of theory: the ωB97M-V functional and the def2-TZVPD basis.

Its LUMO energy is -4.4534 eV. The calculated total energy is -4662.4476 eV. As for the charge: +1. The calculation puts the gap between HOMO and LUMO at 12.08 eV. The energy above the lowest of the compared OMol25 structures with the same formula, charge and spin is 53.5 kcal/mol.

Element x y z (Å)
C  0.4947  0.0201  0.4723
N  -0.3743  -0.8860  -0.3446
O  -0.0002  1.4380  -0.5088
H  -0.0883  0.2216  1.4866
H  1.5887  0.1134  0.2968
H  0.2802  -1.4166  -0.8806
H  -0.9012  -1.4986  0.2918
H  -0.8934  -0.1161  -0.8961
H  -0.1062  2.1244  0.0825

=====

Record 2
2 unconnected molecules or ions with the total composition C5H14. Source: OMol25; level of theory: the ωB97M-V functional and the def2-TZVPD basis.

Its LUMO energy is 1.1543 eV. The calculated total energy is -5411.5398 eV. As for the structure (SMILES): CCC.CC. As for the charge: 0. The calculation puts the gap between HOMO and LUMO at 12.39 eV. The energy above the lowest of the compared OMol25 structures with the same formula, charge and spin is 11.8 kcal/mol.

Element x y z (Å)
C  2.4096  0.3666  -1.1132
C  1.1773  0.2481  -0.2455
C  1.0675  1.3432  0.8256
H  3.3235  -0.0416  -0.6810
H  2.5315  1.4506  -1.2643
H  2.2873  -0.0029  -2.1256
H  0.2688  0.0570  -0.8310
H  1.2537  -0.6406  0.3814
H  0.0654  1.7108  1.0125
H  1.4731  1.0204  1.7797
H  1.6069  2.2676  0.5720
C  -2.1037  -0.5510  0.8343
C  -2.2594  -1.4500  -0.4143
H  -1.3353  -0.8976  1.5377
H  -1.6509  0.3995  0.5258
H  -3.0763  -0.3843  1.3119
H  -3.2232  -1.1756  -0.8566
H  -2.3317  -2.4894  -0.1041
H  -1.4839  -1.2309  -1.1454

=====

Record 3
A molecular structure, C26H19N3O2RuS5. Source: OMol25; level of theory: the ωB97M-V functional and the def2-TZVPD basis.

Its LUMO energy (spin up / spin down) is -4.1868 / -4.4539 eV. The calculated total energy is -92588.7347 eV. As for the charge: +1. As for the expectation value of S²: 0.78. Its spin multiplicity is 2. The calculation puts the gap between HOMO and LUMO (spin up / spin down) at 5.45 / 5.90 eV.

Element x y z (Å)
Ru  -0.3725  0.3409  0.6320
C  -3.6220  -2.0566  -1.3842
O  -2.5741  -1.6901  -2.3609
C  -1.7736  -0.8755  -1.7061
N  -2.0564  -0.5115  -0.5190
C  -3.3790  -1.1123  -0.1883
C  -3.4877  -1.7985  1.1463
C  -2.3801  -2.2279  1.8593
C  -2.5358  -2.8248  3.1053
C  -3.8037  -3.0165  3.6325
C  -4.9205  -2.6193  2.9050
C  -4.7614  -2.0092  1.6697
C  -0.5742  -0.3278  -2.3747
C  -0.3145  -0.2896  -3.7298
C  0.8365  0.3767  -4.1418
C  1.6915  0.9466  -3.1992
C  1.3482  0.8176  -1.8689
N  0.2365  0.2139  -1.4839
C  2.1135  1.2881  -0.6927
N  1.7374  0.9788  0.4864
C  2.6837  1.6251  1.4366
C  3.7224  2.2718  0.4837
O  3.2001  2.0040  -0.8725
C  2.0512  2.6207  2.3779
C  2.7458  2.9459  3.5409
C  2.2246  3.8648  4.4386
C  1.0002  4.4705  4.1811
C  0.3146  4.1632  3.0151
C  0.8439  3.2470  2.1122
H  -3.4786  -3.1011  -1.1223
H  -4.5838  -1.9222  -1.8664
H  -4.0919  -0.2866  -0.1989
H  -1.3893  -2.1234  1.4435
H  -1.6610  -3.1429  3.6583
H  -3.9249  -3.4780  4.6041
H  -5.9138  -2.7730  3.3060
H  -5.6365  -1.6815  1.1156
H  -0.9875  -0.7637  -4.4304
H  1.0666  0.4536  -5.1960
H  2.5922  1.4731  -3.4820
H  3.1377  0.8331  2.0307
H  4.7106  1.8272  0.5436
H  3.7897  3.3474  0.6068
H  3.6970  2.4675  3.7547
H  2.7686  4.1016  5.3437
H  0.5891  5.1847  4.8832
H  -0.6327  4.6415  2.7974
H  0.3112  3.0462  1.1944
S  -2.8672  1.9020  7.2341
C  -2.3151  1.5440  5.7709
S  -0.9391  0.5079  5.4777
C  -0.9539  0.5985  3.7486
C  -1.9384  1.3850  3.1878
S  -2.0630  1.5986  1.5230
S  -3.0243  2.1528  4.2941
S  0.1569  -0.2214  2.7913

=====

Record 4
2 unconnected molecules or ions with the total composition C6H14N2. Source: OMol25; level of theory: the ωB97M-V functional and the def2-TZVPD basis.

Its LUMO energy is 1.0028 eV. The calculated total energy is -9427.6107 eV. As for the structure (SMILES): C=CC=C.NCCN. As for the charge: 0. The calculation puts the gap between HOMO and LUMO at 9.68 eV. The energy above the lowest of the compared OMol25 structures with the same formula, charge and spin is 43.2 kcal/mol.

Element x y z (Å)
C  -1.8052  -2.1711  0.2064
C  -1.6342  -1.6664  -1.0149
C  -1.7679  -0.2377  -1.3138
C  -1.6399  0.2773  -2.5386
H  -1.9848  -1.5552  1.0777
H  -1.7570  -3.2359  0.3758
H  -1.3246  -2.2617  -1.8641
H  -1.9759  0.4207  -0.4770
H  -1.6458  1.3504  -2.6551
H  -1.5284  -0.3475  -3.4145
N  1.5735  -1.0691  1.1397
C  0.9875  0.2522  1.2907
C  1.8871  1.3416  0.7003
N  1.2162  2.6399  0.6561
H  1.1659  -1.6338  0.4157
H  1.6031  -1.6132  1.9890
H  0.8765  0.4662  2.3569
H  -0.0138  0.2765  0.8571
H  2.7721  1.4106  1.3376
H  2.1824  1.0169  -0.2954
H  1.4607  3.2524  1.4084
H  1.3525  3.0870  -0.2381

=====

Record 5
C17H17N5O4 in the gas phase. Source: OMol25; level of theory: the ωB97M-V functional and the def2-TZVPD basis.

Its LUMO energy is -1.4317 eV. The calculated total energy is -33536.0540 eV. As for the charge: 0. The calculation puts the gap between HOMO and LUMO at 5.94 eV. The energy above the lowest of the compared OMol25 structures with the same formula, charge and spin is 128.7 kcal/mol.

Element x y z (Å)
C  4.4595  -0.3195  1.6934
C  4.0546  0.9730  1.3157
C  2.7328  1.1881  0.9203
C  1.8325  0.1185  0.8778
C  0.4798  0.3797  0.2026
C  -0.6110  -0.5712  0.5723
N  -1.8095  -0.2220  0.9170
C  -2.8599  -1.2319  1.1052
C  -4.1299  -0.4405  1.4328
C  -3.7187  1.0198  1.6829
C  -2.2098  1.1190  1.4439
C  2.1992  -1.1327  1.3760
C  3.5299  -1.3559  1.7537
H  5.5105  -0.5021  1.9400
H  4.7537  1.8099  1.3220
H  2.3745  2.1793  0.6187
H  0.1769  1.4030  0.4508
H  -0.3872  -1.6461  0.4647
H  -2.9716  -1.8482  0.2029
H  -2.5823  -1.8985  1.9374
H  -4.8267  -0.5062  0.5927
H  -4.6228  -0.8695  2.3072
H  -4.2471  1.6938  1.0029
H  -3.9441  1.3316  2.7046
H  -1.6627  1.3308  2.3772
H  -1.9655  1.9168  0.7328
H  1.4493  -1.9193  1.4541
H  3.8307  -2.3527  2.0996
O  -0.6841  2.7962  -0.8600
N  -1.2629  2.0058  -1.6687
C  -0.6547  0.7531  -2.0122
C  0.6394  0.4059  -1.2837
C  1.2236  -0.8226  -1.9589
N  2.5710  -1.0558  -2.1394
O  3.6231  -0.6109  -1.7055
O  2.6597  -2.0535  -3.2216
N  1.4109  -2.3280  -3.7498
C  0.5790  -1.4464  -3.0766
N  -0.6134  -1.1176  -3.5261
C  -1.1815  -0.0010  -3.0452
O  -2.3772  2.2818  -2.1799
H  1.3443  1.2098  -1.5670
H  -2.1124  0.3366  -3.5065

=====

Record 6
2 unconnected molecules or ions with the total composition CH5NS. Source: OMol25; level of theory: the ωB97M-V functional and the def2-TZVPD basis.

Its LUMO energy is 0.9238 eV. The calculated total energy is -13441.9417 eV. As for the structure (SMILES): C=N.S. As for the charge: 0. The calculation puts the gap between HOMO and LUMO at 10.66 eV. The energy above the lowest of the compared OMol25 structures with the same formula, charge and spin is 17.3 kcal/mol.

Element x y z (Å)
C  1.6948  -1.4208  -0.1544
N  1.1387  -0.3089  0.1002
H  2.6263  -1.6000  -0.6481
H  1.3208  -2.3702  0.0994
H  0.1953  -0.5498  0.6179
S  -2.2734  1.8797  0.5109
H  -1.3480  2.6229  -0.1770
H  -3.3545  1.7472  -0.3490